Below is C23H66O17Ti as an isolated structure in a non-equilibrium geometry, with properties calculated with the ωB97M-V functional and the def2-TZVPD basis.

Values from the calculation:
- HOMO energy (spin up / spin down): 0.01 / -7.04 eV
- Kohn-Sham gap (spin up / spin down): 2.31 / 9.34 eV
- 2S+1: 4
- Charge: -1

```
107
Properties=species:S:1:pos:R:3:forces:R:3
Ti -18.8501 1.9757 9.2138 -0.738 0.758 -1.068
C -17.7640 0.0800 5.8604 0.444 1.374 -0.936
C -18.0372 -0.3957 7.2308 0.211 -1.439 0.198
O -17.7026 0.5420 8.1838 -0.204 0.855 0.451
H -16.6997 0.3891 5.7179 -0.600 -0.467 0.243
H -18.3326 1.0076 5.6918 -0.158 -0.380 -0.400
H -17.9977 -0.7279 5.1724 -0.146 0.201 -0.475
H -17.3975 -1.3100 7.3012 -0.338 0.204 0.637
H -19.0798 -0.7137 7.3654 0.191 0.012 -0.179
C -19.6467 6.0199 7.8204 1.088 0.298 -0.622
C -19.0817 4.6825 7.2985 -0.426 -0.421 0.968
O -19.5076 3.5275 8.0328 0.457 0.922 -0.165
H -20.7130 6.0638 7.7869 -0.820 -0.159 -0.131
H -19.2554 6.9217 7.2750 -0.226 -0.939 0.117
H -19.3622 6.1789 8.8409 0.200 -0.089 0.757
H -17.9967 4.7313 7.2363 0.334 0.039 0.222
H -19.4148 4.5173 6.2981 -0.308 0.124 -1.084
C -20.8498 -3.4531 9.0699 0.849 1.141 1.002
C -20.8663 -4.1269 7.7490 0.918 1.632 -1.462
O -20.7672 -5.4687 7.9994 0.187 -2.662 1.886
C -20.4103 -5.6985 9.3470 -0.126 1.655 -1.640
O -20.1981 -6.7619 9.8133 -0.039 -0.099 0.126
O -20.2893 -4.4839 9.9596 -1.160 -0.241 -0.463
H -21.8463 -3.0220 9.3358 0.864 -0.807 0.543
H -20.0755 -2.6604 9.0436 -0.745 -0.161 0.361
H -19.9576 -3.7709 7.2133 -0.599 -0.412 -0.195
H -21.7488 -3.8839 7.1701 -0.027 -0.096 -0.131
C -22.7551 -2.6441 4.6943 0.095 -0.355 -0.481
O -22.1396 -1.9820 5.7880 -0.315 0.765 -0.551
C -21.3694 -0.8408 5.3867 1.085 0.222 1.398
C -22.0574 0.3358 4.7199 -0.160 -0.178 -0.169
O -22.3902 -0.0648 3.3903 -0.763 0.565 -0.200
C -23.2369 0.8876 2.7124 0.356 -1.328 1.134
H -23.0006 -3.6725 5.0368 -0.299 0.791 -0.233
H -22.1033 -2.7375 3.8212 0.672 -0.167 0.232
H -23.5666 -2.0724 4.2113 -0.298 -0.352 0.893
H -20.5259 -1.2159 4.8134 -0.038 0.047 -0.874
H -20.8218 -0.4649 6.2864 -0.988 -0.263 -0.373
H -21.3815 1.2125 4.7294 -0.052 -0.374 -0.076
H -22.9607 0.6818 5.2644 0.250 -0.429 -0.090
H -23.5671 0.3974 1.8034 0.217 0.247 -0.319
H -22.6533 1.7774 2.5797 0.036 0.731 -0.516
H -24.1363 1.1067 3.3026 0.138 0.063 0.092
C -17.4307 5.6085 12.5859 -1.100 0.329 -0.483
O -16.5746 5.2046 13.5982 0.289 -0.111 1.134
C -15.8746 3.9790 13.4031 -1.154 0.197 0.211
C -16.7678 2.7440 13.5741 0.022 0.646 0.657
O -16.9286 2.5445 14.9643 0.708 0.373 0.158
C -18.0202 1.7527 15.3374 -0.557 0.220 -2.304
H -17.7987 6.5835 12.9175 -0.353 -0.191 0.048
H -18.2959 4.8986 12.4295 0.778 0.697 -0.065
H -16.9498 5.8601 11.6179 0.166 -0.686 0.215
H -15.0852 4.0073 14.1665 0.050 -0.285 -0.590
H -15.5973 4.0642 12.3792 1.243 -0.616 -0.900
H -16.4085 1.8333 13.0708 0.181 0.231 0.132
H -17.7319 2.9782 13.1539 -0.586 0.063 -0.476
H -19.0064 2.2890 15.1507 0.988 -0.510 0.850
H -17.7597 1.3930 16.2998 -0.595 -0.118 1.202
H -18.0519 0.8870 14.6586 -0.138 -0.214 0.163
C -21.9244 -0.1193 8.8739 -0.052 -1.579 0.485
O -20.7933 0.4996 8.3295 0.754 0.021 0.212
H -21.5535 -0.8136 9.6556 -0.283 0.321 -0.362
H -22.5800 0.5708 9.3853 -0.316 0.376 -0.011
H -22.4931 -0.7453 8.1302 0.441 0.681 0.407
H -21.0938 1.2435 7.7781 -0.438 0.582 -0.522
C -19.9140 0.4118 11.7715 0.684 -0.231 0.549
O -18.8435 0.7194 10.8343 0.261 -3.183 0.779
H -20.2031 -0.6471 11.7331 0.007 0.069 -0.461
H -19.5680 0.5358 12.8317 -0.306 0.505 -0.930
H -20.7473 1.0412 11.4817 -0.333 0.236 0.468
H -18.5737 -0.2093 10.4295 -0.001 1.693 0.658
C -20.0755 7.9724 13.8841 0.612 1.012 -0.734
O -20.0155 8.2459 12.4656 -0.083 1.288 1.678
H -20.9716 8.4642 14.2246 -0.214 0.143 0.464
H -20.0610 6.9622 14.2338 -0.338 -1.031 -0.533
H -19.1834 8.3888 14.3617 -0.157 0.404 -0.055
H -19.9302 7.4793 11.9506 0.150 -1.842 -0.825
C -14.2773 0.5051 12.2568 1.818 0.067 0.139
O -14.5461 1.2979 11.1223 -0.793 -0.473 -0.216
H -14.8049 -0.4143 12.2170 -1.035 -0.777 0.268
H -13.2206 0.1608 12.2875 -0.185 0.414 -0.245
H -14.4148 1.0341 13.2009 -0.402 0.067 -0.133
H -15.0646 0.7057 10.5092 0.566 0.413 -0.067
C -17.6798 -2.2496 11.4801 -2.152 1.209 0.962
O -17.8585 -1.7063 10.1785 0.816 -0.273 -0.096
H -17.8600 -1.4357 12.2658 0.347 -1.066 -0.894
H -18.4680 -2.9980 11.5685 0.113 -0.110 0.447
H -16.7388 -2.7020 11.6559 1.075 -0.371 -0.087
H -16.9576 -1.6151 9.7984 -0.371 0.678 -0.224
C -16.0544 3.3415 9.3325 1.293 -0.165 0.968
O -17.0014 2.8374 10.2680 -0.167 -0.842 0.272
H -15.1037 3.5563 9.8621 -0.417 0.005 -0.267
H -15.8371 2.5869 8.5930 -0.020 -0.130 -0.557
H -16.4195 4.2549 8.8939 -0.385 0.151 -0.139
H -16.6008 2.0565 10.7321 -0.238 1.028 -0.452
C -14.7783 -0.4185 8.2232 1.193 0.550 -1.234
O -15.7515 -0.2949 9.1667 -0.720 -0.289 1.382
H -14.9433 -1.2335 7.5042 0.038 -0.324 0.254
H -14.7346 0.4824 7.5573 0.254 -0.285 0.504
H -13.8188 -0.5521 8.7416 0.109 0.010 -0.493
H -16.6701 0.1399 8.6705 -0.001 0.178 0.399
C -22.8642 3.1582 7.1607 1.039 -0.233 -1.101
O -21.5292 2.6068 6.9606 -1.620 0.635 -0.295
H -22.9653 4.2096 7.3850 0.826 0.652 -0.241
H -23.5158 2.9657 6.2955 0.498 -0.064 -0.115
H -23.3578 2.7312 7.9787 -0.527 -1.173 1.446
H -20.7343 3.1066 7.4210 -0.305 0.199 0.176
```
Forces are in eV/Å.

---

Below is a 8-piece molecular cluster, C23H67N11O8 overall in a non-equilibrium geometry, with properties calculated with the ωB97M-V functional and the def2-TZVPD basis.

Values from the calculation:
- HOMO energy: -8.41 eV
- Kohn-Sham gap: 8.77 eV
- 2S+1: 1

```
109
Properties=species:S:1:pos:R:3:forces:R:3
C -4.9564 -0.3225 1.5881 0.831 1.088 0.073
C -5.8783 -0.4772 0.3779 0.553 0.548 0.576
C -5.0969 -0.3178 -0.9829 -0.231 0.491 -0.194
O -4.5789 1.0542 -1.0259 -0.369 -0.626 -0.163
C -3.9687 1.4711 -2.2642 0.429 -0.926 0.766
N -6.5931 -1.7262 0.5683 0.410 0.083 -1.384
H -4.6442 -1.2179 2.1248 0.230 -0.324 -0.720
H -5.3482 0.3098 2.3862 -0.690 -0.083 -0.161
H -4.1353 0.3064 1.2398 0.599 -0.446 0.287
H -6.5113 0.4075 0.4771 -0.378 0.069 -0.590
H -5.6206 -0.4804 -1.9283 -1.216 0.286 0.288
H -4.3855 -1.1340 -1.1376 1.049 0.279 0.794
H -3.6154 2.5003 -2.2090 -0.167 -0.016 0.571
H -4.5855 1.4253 -3.1630 -0.421 -0.420 0.181
H -3.0901 0.8306 -2.3443 0.120 0.181 -0.796
H -6.9429 -1.7726 1.5140 -0.317 -0.064 -0.175
H -7.3099 -1.7878 -0.1417 -0.465 -0.325 0.415
C -4.9741 3.0983 1.7497 0.298 -0.796 -0.751
C -3.8430 4.1306 1.6226 -1.322 1.610 -1.003
C -2.6727 3.9000 0.6608 2.294 -1.545 0.773
O -1.6125 4.7902 1.0846 0.677 -0.147 0.604
C -0.2601 4.4138 0.6951 -1.741 0.491 -1.497
N -4.4144 5.4558 1.1610 -0.471 -0.510 0.430
H -5.9013 3.4163 2.2282 0.358 0.740 0.353
H -4.6319 2.2327 2.3157 0.132 0.104 -0.019
H -5.3315 2.7158 0.7920 0.338 -0.018 -0.273
H -3.5291 4.3032 2.6519 0.816 -0.098 -0.235
H -2.7907 3.9818 -0.4229 -1.078 0.926 -0.113
H -2.2398 2.8966 0.6327 -0.263 -0.444 0.976
H 0.0898 3.4251 0.9926 -0.283 0.030 0.495
H 0.4337 5.2207 0.9268 -0.214 -0.073 0.558
H -0.3189 4.4214 -0.3961 0.464 -0.276 -0.319
H -3.9258 5.7782 0.3374 0.179 0.084 0.077
H -5.3611 5.2764 0.8534 -0.170 0.164 -0.004
C 5.5245 -3.6011 -2.6437 0.639 -0.303 0.737
C 4.5975 -3.0081 -1.5926 -0.003 -0.520 -0.150
C 5.1557 -3.1538 -0.2068 1.300 -0.814 0.370
O 4.3596 -2.5900 0.7845 -1.486 0.149 -1.774
C 4.7649 -2.8668 2.0612 0.674 0.535 1.140
N 4.4391 -1.6109 -1.8305 -1.585 1.935 -0.165
H 6.4637 -3.0630 -2.5061 0.233 -0.075 -0.539
H 5.1819 -3.5536 -3.6766 -0.158 0.426 0.144
H 5.7292 -4.6539 -2.4452 -0.030 -0.051 0.117
H 3.6038 -3.4315 -1.7488 -0.087 -0.266 0.541
H 6.1254 -2.6470 -0.2546 0.288 0.443 0.076
H 5.4785 -4.1625 0.0640 -0.544 -0.486 -0.051
H 5.1706 -3.8785 2.1136 -0.052 -0.093 0.422
H 3.9475 -2.6902 2.7602 -0.183 -0.374 -0.163
H 5.5178 -2.1277 2.3473 0.487 -0.216 0.213
H 5.1020 -0.9539 -1.4378 1.064 -0.608 -0.191
H 3.6490 -1.2899 -1.2812 -0.597 -0.152 -0.058
C -1.7783 -2.6453 2.1137 0.037 -0.631 -0.631
C -1.9093 -2.0064 3.4849 -1.018 0.374 -1.360
C -1.5018 -2.9209 4.6192 1.407 2.942 0.916
O -2.1635 -4.0823 4.7102 -0.514 -3.734 -0.234
C -1.5209 -5.1240 5.5374 -0.513 1.505 -1.115
N -1.1698 -0.7622 3.4902 1.829 0.023 0.736
H -1.9286 -3.7257 2.0983 -0.513 0.007 0.058
H -0.7888 -2.5229 1.6682 0.341 0.214 0.371
H -2.4373 -2.1440 1.4038 -0.231 -0.214 -0.010
H -2.9078 -1.5784 3.5944 -0.590 -1.060 0.272
H -1.6397 -2.3305 5.5313 -0.047 0.189 0.366
H -0.4117 -3.0033 4.5581 0.347 -0.530 -0.257
H -1.4833 -4.6670 6.5260 -0.015 -0.773 0.368
H -0.5226 -5.4212 5.2109 0.319 0.724 -0.233
H -2.0665 -6.0553 5.3946 -0.626 0.396 0.551
H -0.2007 -1.0636 3.5298 0.558 0.231 0.482
H -1.1379 -0.3644 2.5578 -0.779 0.377 -0.120
C 3.3447 1.0273 -5.4590 -1.076 -0.898 -1.557
C 4.2242 1.2934 -4.2711 0.138 1.400 -0.044
C 3.4428 1.6839 -3.0072 -0.530 -1.194 -0.809
O 2.5371 2.7619 -3.1862 0.741 -0.722 0.707
C 1.5515 2.8174 -2.1307 0.104 -0.212 -1.655
N 5.1348 0.1537 -4.0685 -0.048 0.605 -0.332
H 2.9778 1.8384 -6.0890 0.371 0.699 0.614
H 2.4127 0.4883 -5.2742 -0.001 -0.181 0.653
H 3.8590 0.4064 -6.1948 0.378 -0.120 0.169
H 4.7494 2.2171 -4.5229 0.820 -0.289 -0.135
H 4.1683 1.8325 -2.2052 -0.154 0.215 0.324
H 2.8817 0.7560 -2.8632 -0.367 -0.057 0.873
H 0.9462 3.6304 -2.5292 -0.210 0.251 1.015
H 1.9659 2.8914 -1.1249 0.138 0.562 -0.058
H 0.9374 1.9147 -2.1295 -0.016 -0.196 -0.105
H 5.7982 0.3005 -3.3199 0.048 0.344 0.002
H 4.6400 -0.6835 -3.7905 -0.192 0.230 -0.001
C 2.2460 2.2225 2.9429 -3.218 -1.597 -0.586
O 2.5036 1.3755 2.1081 0.841 -0.407 -0.734
N 2.9977 3.1055 3.4840 5.096 3.526 1.475
N 1.0157 2.3726 3.4661 -1.896 -1.273 -0.192
H 3.9402 3.2804 3.1708 -0.138 -0.291 0.027
H 2.6997 3.6457 4.2790 0.026 -0.134 -0.246
H 0.3269 1.8017 2.9947 -0.535 0.240 0.306
H 0.7679 3.1948 3.9901 -0.319 -0.257 -0.301
C 1.1605 -1.9003 -3.4148 -0.950 0.518 -1.636
O 0.7955 -1.6889 -2.2678 -0.292 -0.422 0.319
N 0.3148 -2.0413 -4.4755 -1.777 0.097 1.111
N 2.3905 -1.9107 -3.8543 2.695 -0.444 0.049
H 0.6108 -2.2312 -5.4178 -0.315 0.050 0.248
H -0.6394 -1.8791 -4.1919 -0.118 -0.218 -0.837
H 3.1570 -1.9115 -3.1905 0.232 0.350 -0.240
H 2.5555 -1.9182 -4.8473 0.303 -0.047 0.310
C -0.5130 0.3636 0.1587 -1.561 -0.148 -0.394
O -0.9369 0.9733 1.1130 0.019 1.355 2.359
N -1.3553 0.0010 -0.8013 -1.502 -0.757 -2.265
N 0.6984 -0.0289 -0.0921 3.386 -0.311 0.553
H -0.9598 -0.5689 -1.5344 -0.511 -0.160 -0.060
H -2.3516 0.0370 -0.6529 0.222 0.092 0.159
H 1.4097 0.1503 0.6019 0.093 0.187 0.002
H 0.8965 -0.6001 -0.9034 0.140 0.007 0.264
```
Forces are in eV/Å.

---

ΔE to the lowest compared entry with this formula, charge and spin: 1.4, 73.6 (kcal per mole)